Formula: C11H23NOS
Source: the OMol25 dataset
Level of theory: ωB97M-V/def2-TZVPD

```
37
Properties=species:S:1:pos:R:3:lowdin_charge:R:1
C -2.935 -1.550 0.745 -0.07
C -2.081 -2.085 -0.423 -0.24
C -1.567 -1.052 -1.373 -0.29
C -0.415 -0.445 -1.104 -0.12
C 0.586 -0.504 0.027 -0.20
S 0.454 0.671 1.468 0.69
N -0.556 1.807 1.313 -0.21
O 0.272 -0.163 2.601 -0.35
C 2.265 1.429 1.570 -0.56
C 2.324 2.303 2.822 -0.05
C 3.187 0.190 1.591 -0.07
C 2.405 2.364 0.289 -0.03
C -2.429 -0.817 -2.642 -0.24
C -2.047 -1.698 -3.851 -0.13
H -3.730 -1.022 0.385 0.02
H -2.304 -0.764 1.264 0.08
H -3.297 -2.510 1.354 0.13
H -1.340 -2.676 0.130 0.11
H -2.586 -2.737 -1.045 0.07
H -0.226 0.297 -1.978 0.13
H 1.527 -0.317 -0.574 0.11
H 0.621 -1.443 0.388 0.05
H -0.868 2.108 0.411 0.00
H 1.466 2.853 2.784 0.06
H 2.438 1.596 3.570 0.07
H 3.207 2.803 2.793 0.06
H 4.148 0.653 2.050 0.12
H 3.480 -0.042 0.631 0.04
H 2.668 -0.454 2.290 0.08
H 2.969 3.135 0.550 0.02
H 2.869 1.701 -0.470 0.08
H 1.318 2.680 0.083 0.09
H -2.337 0.336 -2.919 0.13
H -3.601 -1.061 -2.412 0.15
H -2.056 -0.976 -4.738 0.08
H -2.833 -2.525 -3.949 0.08
H -0.995 -2.085 -3.633 0.09
```

As for the energy relative to the best compared isomer or geometry (same formula, charge and spin): 5.252 eV. The structure (SMILES) is CCC(=CC[S@@](=N)(=O)C(C)(C)C)CC. As for the total charge: 0. As for the LUMO energy: 0.69 eV. The orbital gap is 9.6 eV.

Formula: C11H24AuClN3OV
Source: the OMol25 dataset
Level of theory: ωB97M-V/def2-TZVPD

```
42
Properties=species:S:1:pos:R:3:lowdin_charge:R:1
N -1.694 -0.605 1.496 -0.38
C -4.702 -2.613 2.421 -0.33
O -5.630 -3.238 2.694 0.17
Au -3.257 -1.648 1.999 0.94
V -0.194 0.110 1.441 0.45
N 0.040 1.886 0.718 0.00
N 0.932 -0.865 0.272 -0.05
C -0.408 2.289 -0.619 -0.61
C 0.641 -2.143 -0.386 -0.62
C -0.545 3.803 -0.760 -0.01
C 0.605 1.791 -1.648 0.01
C -1.764 1.644 -0.899 -0.03
C 0.498 -3.220 0.691 0.01
C 1.738 -2.561 -1.363 -0.02
C -0.669 -2.025 -1.156 -0.04
H -1.221 4.204 0.003 0.11
H -0.972 4.030 -1.745 0.12
H 0.422 4.313 -0.690 0.10
H 1.574 2.288 -1.504 0.11
H 0.246 2.009 -2.662 0.13
H 0.765 0.709 -1.550 0.07
H -1.720 0.547 -0.892 0.05
H -2.120 1.975 -1.883 0.12
H -2.491 1.954 -0.137 0.10
H 1.439 -3.326 1.244 0.11
H 0.254 -4.179 0.220 0.12
H -0.292 -2.958 1.404 0.07
H 2.675 -2.800 -0.850 0.10
H 1.921 -1.776 -2.108 0.10
H 1.409 -3.463 -1.893 0.12
H -0.892 -2.991 -1.625 0.11
H -0.583 -1.272 -1.950 0.09
H -1.503 -1.757 -0.497 0.03
C 0.896 2.797 1.450 -0.05
H 1.201 2.325 2.392 0.05
H 1.816 3.065 0.895 0.14
H 0.386 3.742 1.707 0.14
C 2.339 -0.567 0.516 -0.08
H 2.435 0.164 1.328 0.06
H 2.911 -1.460 0.820 0.13
H 2.831 -0.139 -0.375 0.13
Cl 0.685 -0.042 3.480 0.23
```

As for the total charge: +2. As for the LUMO energy (spin up / spin down): -11.65 / -11.67 eV. The orbital gap (spin up / spin down) is 5.1 / 5.0 eV.

Formula: C11H24BiIO3P2
Source: the OMol25 dataset
Level of theory: ωB97M-V/def2-TZVPD

```
42
Properties=species:S:1:pos:R:3:lowdin_charge:R:1
C -2.919 1.547 -1.204 -0.15
C -1.690 0.684 -1.259 -0.62
H -3.217 1.811 -2.239 0.11
H -2.675 2.484 -0.653 0.06
H -3.743 0.980 -0.730 0.09
O -1.151 0.329 -2.271 0.06
I 1.456 -2.093 1.482 0.91
Bi -1.439 0.863 1.205 1.41
P -1.778 -2.120 0.106 0.72
C -1.011 -3.362 -1.048 -0.25
C -1.984 -3.281 1.547 -0.29
H -2.786 -4.000 1.310 0.06
H -3.818 -3.312 -0.544 0.07
H -2.266 -2.695 2.434 0.04
H -4.180 -1.631 0.015 0.05
H 0.029 -3.557 -0.764 0.02
H -1.041 -3.805 1.756 0.02
C -3.499 -2.256 -0.584 -0.25
H -1.577 -4.306 -1.018 0.08
H -3.507 -1.904 -1.626 0.06
H -1.030 -2.973 -2.074 0.06
P 0.849 2.201 0.302 0.69
C 2.247 2.134 -0.871 -0.20
C 0.155 3.818 -0.212 -0.25
H 1.048 2.597 2.676 0.04
H 2.116 3.696 1.763 0.07
H 2.551 1.984 2.006 0.04
C 1.727 2.674 1.822 -0.26
H -0.755 4.032 0.365 0.05
H 0.881 4.631 -0.056 0.08
H 2.977 2.933 -0.681 0.09
H 1.887 2.242 -1.895 0.07
H -0.120 3.777 -1.275 0.06
H 2.798 1.198 -0.856 0.02
C 0.520 -0.659 -1.038 -0.30
O 0.787 -1.188 -2.022 0.07
C 4.231 -0.448 1.422 -0.07
C 3.181 -1.011 0.524 -0.71
O 3.140 -0.988 -0.692 -0.02
H 4.138 -0.785 2.460 0.08
H 4.299 0.653 1.335 0.09
H 5.170 -0.896 1.081 0.11
```

As for the energy relative to the best compared isomer or geometry (same formula, charge and spin): 2.821 eV. As for the total charge: +2. As for the LUMO energy (spin up / spin down): -9.30 / -9.34 eV. The orbital gap (spin up / spin down) is 5.7 / 5.6 eV.

The calculation returns the following E_tot values, one per record and in order: -26147.78152; -60197.73641; -50437.46723 eV.